Below is a structure of composition C23H38HgO12 in a non-equilibrium geometry, with properties calculated with ωB97M-V/def2-TZVPD.

Positions of all 74 atoms, in Å:
Hg1 -0.25 -0.66 -0.19
C1 2.11 -2.34 2.18
C2 2.07 -2.81 0.74
O1 0.96 -2.43 0.02
H1 3.06 -2.65 2.64
H2 1.30 -2.82 2.75
H3 2.08 -1.26 2.24
H4 2.07 -3.92 0.75
H5 3.03 -2.57 0.22
C3 -1.51 2.58 -0.40
O2 -1.23 1.28 -0.66
H6 -1.81 3.16 -1.29
H7 -2.29 2.72 0.39
H8 -0.66 3.16 0.04
O3 1.58 -0.04 -1.85
C4 2.70 -0.28 -2.16
O4 3.62 0.70 -2.33
C5 4.73 0.21 -3.12
C6 4.73 -1.32 -2.91
C7 3.29 -1.63 -2.53
H9 5.65 0.69 -2.82
H10 4.48 0.48 -4.15
H11 5.42 -1.57 -2.11
H12 5.07 -1.75 -3.85
H13 3.21 -2.32 -1.70
H14 2.66 -1.97 -3.36
O5 -0.70 -0.86 2.29
C8 -0.52 -1.02 3.46
O6 0.49 -0.44 4.13
C9 0.36 -0.61 5.57
C10 -1.07 -1.13 5.74
C11 -1.35 -1.85 4.42
H15 0.51 0.36 6.03
H16 1.14 -1.33 5.79
H17 -1.74 -0.31 5.96
H18 -1.22 -1.88 6.53
H19 -2.39 -1.78 4.10
H20 -1.00 -2.88 4.35
O7 -1.12 -1.37 -2.26
C12 -1.45 -0.96 -3.32
O8 -2.10 -1.73 -4.22
C13 -2.84 -0.90 -5.12
C14 -2.21 0.49 -5.09
C15 -1.32 0.45 -3.82
H21 -3.89 -0.91 -4.79
H22 -2.89 -1.35 -6.12
H23 -2.95 1.29 -5.00
H24 -1.58 0.72 -5.95
H25 -1.61 1.15 -3.04
H26 -0.27 0.62 -4.08
O9 1.60 0.70 0.96
C16 2.22 1.65 1.32
O10 3.20 1.52 2.26
C17 4.01 2.68 2.29
C18 3.16 3.81 1.70
C19 2.12 3.07 0.86
H27 4.94 2.51 1.75
H28 4.29 2.94 3.31
H29 3.80 4.47 1.11
H30 2.72 4.42 2.48
H31 2.36 3.10 -0.21
H32 1.15 3.53 1.00
O11 -2.66 -1.16 0.17
C20 -3.80 -0.83 0.11
O12 -4.65 -0.90 1.17
C21 -5.84 -0.17 0.85
C22 -5.48 0.74 -0.33
C23 -4.49 -0.14 -1.05
H33 -6.19 0.38 1.72
H34 -6.64 -0.86 0.55
H35 -4.99 1.65 0.04
H36 -6.40 1.10 -0.78
H37 -3.77 0.31 -1.73
H38 -5.01 -0.90 -1.65

Output
Charge ... 0
Relative energy (zero: lowest compared OMol25 entry of this formula, charge and spin) ... 0.0 kJ/mol
Calculated total energy ... -53209.7316 eV
Kohn-Sham gap ... 7.69 eV

Atomic partial charges in e from the Mulliken method, atoms 1 to 5:
1. Hg 3.671
2. C -0.603
3. C -0.272
4. O -0.854
5. H 0.479